The following is a quantum chemistry calculation of a molecular structure, C49H50BeGe2S7, from OMol25.

Results
lowest unoccupied orbital energy = 3.946 eV
orbital gap = 5.38 eV
E_tot = -8853.54305 Ha
energy relative to the best compared isomer or geometry (same formula, charge and spin) = 73.3 kJ/mol
largest force on an atom = 0.0202 hartree/bohr

Structure (ORCA input):
```
! RIJCOSX wB97M-V def2-TZVPD def2/J DEFGRID3
* xyz -2 1
Be -3.1049 0.9732 -1.6370
S -7.0885 1.2382 -1.2015
C -5.4776 1.4314 -1.5090
S -4.7449 1.0059 -3.0012
S -4.3968 2.1001 -0.3531
C 4.2997 -1.5116 3.7721
C 3.8386 -0.6016 2.6675
C 4.0465 -0.9346 1.3383
C 3.7218 -0.0619 0.3118
C 4.0431 -0.4067 -1.1098
C 3.1373 1.1679 0.6244
C 2.8773 1.5017 1.9517
C 2.2342 2.8062 2.3134
C 3.2396 0.6151 2.9561
C 3.0180 2.1789 -0.4509
C 4.0850 3.0734 -0.5244
C 4.1567 4.0084 -1.5347
C 3.1741 4.0129 -2.5035
C 2.0920 3.1380 -2.4377
C 1.9865 2.2289 -1.3834
Ge 0.2735 1.1498 -1.0946
S -1.3391 1.7905 -2.3897
S 0.6182 -1.1318 -1.1124
Ge -1.1820 -0.9915 0.3490
S -3.0009 -0.9896 -0.8123
S -0.4601 1.0653 1.0620
C -1.3578 -2.3683 1.8305
C -1.5304 -2.0260 3.1698
C -1.7628 -3.0240 4.1134
C -1.8214 -4.3539 3.7444
C -1.6741 -4.6926 2.4135
C -1.4640 -3.7067 1.4577
C -1.4463 -4.1056 0.0344
C -0.2580 -4.3767 -0.6349
C 1.0690 -4.3204 0.0654
C -0.3038 -4.7383 -1.9762
C -1.5049 -4.8286 -2.6558
C -1.5643 -5.1697 -4.1166
C -2.6838 -4.6038 -1.9562
C -2.6761 -4.2565 -0.6187
C -3.9606 -4.0577 0.1259
C -1.4993 -0.6262 3.6519
C -2.5723 0.2362 3.4299
C -3.8089 -0.1930 2.7075
C -2.5039 1.5394 3.9141
C -1.4148 1.9936 4.6337
C -1.3605 3.4000 5.1591
C -0.3681 1.1116 4.8738
C -0.3978 -0.1855 4.3926
C 0.7578 -1.1110 4.6377
C 1.1171 3.2162 -3.5472
C 0.2186 4.2768 -3.6272
C 0.1168 5.3102 -2.5441
C -0.6759 4.3319 -4.6880
C -0.6898 3.3604 -5.6719
C -1.7260 3.3607 -6.7568
C 0.2443 2.3356 -5.6011
C 1.1401 2.2449 -4.5510
C 2.0793 1.0799 -4.4560
H 4.7851 -2.3967 3.3643
H 3.4629 -1.8298 4.3920
H 5.0136 -0.9892 4.4119
H 4.4975 -1.8868 1.0940
H 4.5961 -1.3416 -1.1678
H 4.6289 0.3856 -1.5769
H 3.1203 -0.5221 -1.6773
H 2.0773 3.4211 1.4307
H 2.8461 3.3577 3.0289
H 1.2613 2.6131 2.7634
H 3.0635 0.8930 3.9863
H 4.8569 3.0216 0.2315
H 4.9760 4.7166 -1.5762
H 3.2222 4.7114 -3.3280
H -1.9215 -2.7426 5.1466
H -2.0099 -5.1206 4.4849
H -1.7398 -5.7257 2.0941
H 0.9488 -4.0489 1.1118
H 1.7072 -3.5775 -0.4105
H 1.5656 -5.2912 0.0060
H 0.6254 -4.9325 -2.4968
H -0.5735 -5.3911 -4.5077
H -1.9778 -4.3286 -4.6714
H -2.2115 -6.0319 -4.2832
H -3.6297 -4.6814 -2.4755
H -4.8112 -4.2167 -0.5311
H -4.0152 -3.0378 0.5015
H -4.0276 -4.7374 0.9767
H -3.7697 -1.2439 2.4279
H -3.9421 0.4023 1.8028
H -4.6889 -0.0276 3.3303
H -3.3233 2.2093 3.6969
H -2.2515 3.9475 4.8635
H -0.4868 3.9200 4.7676
H -1.2947 3.4008 6.2489
H 0.4930 1.4516 5.4378
H 1.5428 -0.6024 5.1944
H 1.1612 -1.4478 3.6832
H 0.4503 -1.9914 5.2035
H 0.8349 5.1251 -1.7495
H -0.8820 5.2734 -2.1120
H 0.2785 6.3125 -2.9451
H -1.4115 5.1265 -4.7113
H -2.3115 4.2777 -6.7358
H -2.4038 2.5216 -6.5996
H -1.2670 3.2504 -7.7407
H 0.2403 1.5669 -6.3613
H 2.1097 0.5313 -5.3956
H 1.7328 0.3946 -3.6789
H 3.0878 1.4022 -4.1940
*
```